The following is a quantum chemistry calculation of 12 unconnected molecules or ions with the total composition C75H178N10O19 in a non-equilibrium geometry, from OMol25.

Structure (XYZ):
```
282
Properties=species:S:1:pos:R:3:mulliken_charge:R:1
C 24.65 10.60 18.23 -1.340
C 24.21 9.74 16.99 1.480
C 24.87 8.32 17.19 -1.955
C 22.66 9.55 17.02 0.450
C 22.09 8.85 15.74 -1.538
C 22.50 9.74 14.60 -0.751
C 24.01 9.88 14.45 1.879
C 24.66 8.58 14.03 -1.955
C 24.35 10.79 13.32 -1.542
N 24.55 10.42 15.73 1.560
O 25.98 10.45 15.60 -0.705
H 24.45 11.67 18.07 -0.155
H 24.07 10.34 19.12 0.248
H 25.72 10.37 18.34 0.311
H 24.50 7.98 18.16 0.413
H 24.48 7.63 16.47 0.448
H 25.95 8.24 17.03 0.244
H 22.29 9.04 18.01 0.375
H 22.25 10.59 17.14 -0.811
H 22.60 7.92 15.61 0.585
H 21.02 8.67 15.92 0.406
H 22.09 10.70 14.84 -0.429
H 22.14 9.50 13.61 0.936
H 24.16 8.32 13.09 0.465
H 24.63 7.71 14.63 0.333
H 25.72 8.69 13.75 0.338
H 23.77 10.53 12.41 0.481
H 25.42 10.69 13.14 0.411
H 24.05 11.79 13.54 -0.171
H 26.23 11.39 15.64 0.282
C 21.31 19.50 21.21 -1.277
C 21.81 18.15 21.82 1.476
C 21.33 18.05 23.25 -2.167
C 21.13 16.97 21.08 -0.293
C 21.83 16.56 19.81 1.658
C 23.30 16.24 20.11 -1.196
C 24.06 17.51 20.64 2.180
C 25.48 16.99 21.04 -1.980
C 24.24 18.53 19.55 -1.501
N 23.30 17.95 21.79 0.386
O 23.87 19.01 22.48 -0.557
H 21.47 19.54 20.12 -0.008
H 20.20 19.41 21.36 0.360
H 21.69 20.40 21.74 0.438
H 21.61 17.17 23.79 0.456
H 21.62 18.93 23.82 0.423
H 20.25 18.00 23.27 0.360
H 21.10 15.99 21.69 -0.139
H 20.17 17.34 20.84 -0.240
H 21.28 15.72 19.48 0.028
H 21.72 17.36 19.03 -1.708
H 23.90 15.85 19.26 0.362
H 23.32 15.44 20.84 0.276
H 25.96 16.58 20.15 0.420
H 25.47 16.13 21.72 0.357
H 26.15 17.75 21.39 0.539
H 25.16 18.29 19.02 0.418
H 24.08 19.60 19.92 0.200
H 23.39 18.45 18.87 0.082
H 24.51 18.58 23.07 0.372
C 22.46 13.60 17.02 -0.555
C 21.30 13.89 16.08 2.798
C 20.79 15.39 16.28 -0.332
C 21.75 13.71 14.65 1.188
C 20.60 13.72 13.66 1.092
C 19.61 12.71 14.04 -1.688
C 19.04 12.80 15.46 2.683
C 18.07 13.93 15.74 -0.478
C 18.27 11.48 15.73 -1.844
N 20.26 12.81 16.36 0.615
O 19.80 13.22 17.62 0.841
H 22.60 12.52 16.97 -0.731
H 23.42 14.13 16.80 -0.215
H 22.10 13.85 18.02 -0.247
H 20.24 15.66 15.38 -0.798
H 20.09 15.42 17.11 -0.806
H 21.63 16.03 16.53 0.925
H 22.46 14.52 14.40 -0.174
H 22.35 12.76 14.59 -1.225
H 20.17 14.72 13.76 -1.431
H 20.80 13.51 12.59 0.163
H 19.98 11.71 13.87 0.253
H 18.74 12.65 13.37 -0.233
H 18.03 14.19 16.79 -0.582
H 17.13 13.47 15.47 1.123
H 18.29 14.81 15.11 -1.027
H 17.75 11.44 16.69 0.009
H 19.01 10.68 15.64 0.004
H 17.47 11.33 15.04 0.600
H 19.85 12.43 18.22 -0.859
C 27.36 18.92 14.66 -0.649
O 27.01 18.94 13.29 -0.268
C 26.60 20.18 12.79 -0.427
C 26.15 19.97 11.36 -1.020
N 24.82 19.33 11.15 -0.395
C 23.77 20.19 11.64 -0.378
C 22.57 19.34 11.94 -0.564
O 22.87 18.54 13.07 -0.177
C 21.79 17.92 13.73 0.630
H 26.47 19.22 15.28 0.252
H 28.13 19.69 14.85 0.346
H 27.68 17.88 14.87 0.119
H 27.41 20.90 12.83 0.515
H 25.82 20.62 13.48 0.300
H 26.77 19.21 10.90 0.444
H 26.21 20.92 10.83 0.371
H 24.84 18.38 11.66 0.256
H 23.49 20.95 10.90 0.421
H 23.94 20.68 12.64 0.143
H 22.42 18.67 11.08 0.058
H 21.59 19.83 12.09 0.517
H 21.49 17.05 13.14 -0.311
H 20.93 18.58 13.79 -0.031
H 22.12 17.61 14.74 -0.157
C 14.60 9.26 13.17 -1.028
O 14.75 10.62 13.36 -0.003
C 14.41 11.41 12.28 -1.066
C 14.77 12.85 12.54 0.466
N 13.79 13.43 13.45 -0.273
C 13.93 14.83 13.65 -0.102
C 13.02 15.28 14.72 -1.011
O 13.14 14.42 15.88 -0.134
C 12.65 15.03 16.99 -0.698
H 14.98 8.95 12.24 0.463
H 13.55 9.01 13.21 0.348
H 15.25 8.75 13.89 0.185
H 13.32 11.43 12.12 0.357
H 14.94 11.06 11.39 0.471
H 14.64 13.43 11.61 0.227
H 15.88 13.01 12.83 -0.226
H 13.75 12.95 14.38 0.245
H 13.50 15.29 12.79 0.461
H 14.90 15.14 13.90 -0.025
H 11.96 15.34 14.48 0.382
H 13.26 16.29 14.98 0.325
H 12.98 14.44 17.86 0.230
H 11.54 15.04 17.02 0.286
H 12.87 16.11 17.13 0.258
C 16.35 17.10 21.54 -0.532
O 16.25 16.42 20.29 -0.486
C 17.46 16.48 19.61 0.896
C 17.13 16.74 18.14 0.212
N 16.40 18.00 17.96 -0.341
C 15.92 18.18 16.62 0.828
C 15.44 19.56 16.44 -0.782
O 14.20 19.70 17.09 -0.394
C 13.66 20.99 17.30 -0.831
H 16.83 18.10 21.45 0.304
H 16.93 16.44 22.17 0.025
H 15.35 17.13 22.02 0.260
H 18.01 15.51 19.74 -0.131
H 18.11 17.21 20.14 -0.459
H 16.54 15.87 17.73 0.103
H 18.10 16.86 17.57 -0.291
H 15.67 18.11 18.65 0.372
H 15.09 17.49 16.42 0.484
H 16.75 18.02 15.88 -0.798
H 15.50 19.79 15.36 0.381
H 16.26 20.14 17.00 0.167
H 13.49 21.52 16.35 0.302
H 14.32 21.64 17.91 0.294
H 12.73 20.82 17.85 0.247
C 14.00 11.20 17.03 -0.497
O 15.23 11.52 17.71 -0.011
C 15.04 12.62 18.65 -0.084
C 16.32 12.94 19.43 -0.099
N 16.90 11.79 20.08 0.968
C 16.50 11.63 21.45 -1.202
C 17.51 12.19 22.52 -0.240
O 17.58 13.59 22.45 -0.158
C 18.44 14.17 23.36 -0.421
H 14.24 10.76 16.10 0.007
H 13.38 12.08 17.00 0.166
H 13.43 10.43 17.62 0.220
H 14.23 12.35 19.29 0.724
H 14.69 13.49 18.07 -0.652
H 16.01 13.67 20.14 0.736
H 16.97 13.48 18.72 -1.092
H 16.86 10.97 19.52 0.011
H 16.18 10.59 21.63 0.492
H 15.53 12.17 21.62 0.434
H 18.53 11.79 22.44 -0.013
H 17.17 11.79 23.49 0.388
H 19.03 14.87 22.77 -0.158
H 19.14 13.44 23.80 0.445
H 17.90 14.70 24.13 0.278
C 24.40 12.97 21.07 -1.011
O 22.98 13.08 21.26 -0.468
C 22.31 12.03 20.53 0.712
C 20.88 12.06 20.98 -1.483
N 20.03 11.40 20.05 1.941
C 20.09 9.88 20.07 -1.450
C 19.51 9.17 18.86 -0.003
O 18.06 9.41 18.95 -0.432
C 17.41 8.55 17.95 -0.817
H 24.63 13.29 20.05 0.298
H 24.73 11.97 21.37 0.514
H 24.91 13.72 21.64 0.503
H 22.76 11.05 20.80 0.532
H 22.47 12.28 19.46 -0.417
H 20.62 13.09 21.10 0.066
H 20.81 11.66 21.98 0.442
H 18.99 11.68 20.18 -1.032
H 19.54 9.55 20.91 0.328
H 21.15 9.58 20.19 0.623
H 19.64 8.09 18.94 0.740
H 19.92 9.61 17.94 -0.364
H 17.58 7.49 18.17 0.419
H 17.89 8.74 16.99 0.257
H 16.34 8.88 17.90 0.117
C 18.48 12.67 10.15 -0.920
O 17.97 13.57 11.11 0.471
C 17.35 14.68 10.45 -0.670
C 18.36 15.48 9.68 -1.022
N 19.36 15.94 10.63 0.932
C 20.51 16.58 9.96 -0.176
C 21.44 15.54 9.14 -0.823
O 21.86 14.46 9.97 -0.303
C 22.91 14.63 10.82 -0.363
H 19.41 13.04 9.62 0.016
H 17.72 12.38 9.43 0.410
H 18.77 11.79 10.69 0.280
H 16.87 15.37 11.11 0.043
H 16.63 14.21 9.74 0.500
H 17.79 16.37 9.31 0.424
H 18.82 14.90 8.91 0.362
H 19.67 15.11 11.12 -0.581
H 21.09 17.17 10.70 -0.783
H 20.17 17.37 9.33 0.658
H 22.32 16.02 8.65 0.441
H 20.78 15.09 8.35 0.255
H 22.79 15.58 11.38 0.229
H 23.84 14.57 10.27 0.511
H 22.99 13.72 11.41 -0.110
C 27.66 12.32 20.14 -0.698
O 27.55 12.67 18.75 -0.189
C 28.16 11.67 17.90 -0.420
C 28.44 12.27 16.46 -1.112
N 27.21 12.78 15.82 0.345
C 27.39 13.29 14.51 -0.961
C 26.20 14.16 14.11 0.039
O 26.07 15.33 14.98 -0.447
C 25.06 16.15 14.56 -0.001
H 28.64 11.93 20.39 0.371
H 26.91 11.49 20.26 0.218
H 27.36 13.13 20.77 0.170
H 27.55 10.81 17.75 0.115
H 29.09 11.37 18.39 0.564
H 28.90 11.53 15.84 0.470
H 29.16 13.10 16.61 0.460
H 26.83 13.49 16.47 -0.055
H 27.33 12.41 13.81 0.192
H 28.35 13.73 14.41 0.545
H 25.28 13.53 14.25 -0.245
H 26.29 14.57 13.07 0.566
H 25.11 16.30 13.45 0.190
H 25.27 17.13 15.03 0.183
H 24.10 15.77 14.87 -0.220
C 20.16 19.30 16.72 1.023
C 19.51 20.27 17.72 0.661
C 18.85 21.43 17.00 -1.794
O 18.64 19.59 18.63 -0.516
H 19.43 19.05 15.98 -0.818
H 20.61 18.38 17.21 -0.876
H 21.01 19.85 16.24 0.742
H 20.22 20.70 18.45 0.330
H 18.37 22.14 17.69 0.420
H 18.03 21.13 16.36 0.229
H 19.54 22.02 16.44 0.508
H 17.84 19.05 18.22 0.398
C 17.37 17.22 13.58 1.138
C 17.65 18.24 12.55 0.466
C 17.56 19.58 13.22 -1.545
O 18.90 18.26 11.96 -0.336
H 16.51 17.54 14.17 0.573
H 18.18 17.18 14.36 -0.714
H 17.27 16.18 13.23 -0.538
H 16.81 18.21 11.84 0.245
H 16.57 19.86 13.71 0.213
H 17.78 20.35 12.50 0.570
H 18.32 19.58 13.97 0.147
H 18.96 17.43 11.50 0.313
```

Summary:
- Charge: 0
- Kohn-Sham gap: 8.20 eV
- E_HOMO: -7.6 eV
- Lowest unoccupied orbital energy: 0.574 eV
- DFT total energy: -4940.953512 Eh
- Energy relative to the best compared isomer or geometry (same formula, charge and spin): 0.0 kcal per mole
- M: 1524.30 g/mol